C29H46ClN2O6PTi | ωB97M-V with the def2-TZVPD basis set

Structure (XYZ):
```
86
Properties=species:S:1:pos:R:3:mulliken_charge:R:1
Ti 1.517 -0.687 0.129 -0.7598
Cl 2.518 -3.633 6.698 -0.1540
C 2.380 -2.700 5.264 -0.0473
C 3.127 -1.522 5.126 -0.6508
C 3.038 -0.746 3.988 -1.0073
C 2.206 -1.135 2.949 0.3050
O 2.090 -0.380 1.850 0.7588
C 1.452 -2.320 3.082 1.0686
C 0.555 -2.714 2.062 -0.1513
O 0.409 -2.129 0.958 -0.1014
C 1.545 -3.094 4.254 -1.1429
H 3.782 -1.223 5.934 0.4851
H 3.618 0.162 3.894 0.4870
H -0.082 -3.582 2.241 0.3975
H 0.960 -4.001 4.351 0.5187
C 5.357 0.107 -1.244 -0.6178
O 4.974 1.180 -0.337 -0.5049
C 3.715 1.349 -0.082 0.5535
O 2.808 0.614 -0.572 0.0251
N 3.456 2.377 0.716 -0.3802
N 2.138 2.673 1.069 -0.2761
H 6.425 0.222 -1.373 0.3405
H 4.842 0.225 -2.193 0.2880
H 5.125 -0.852 -0.788 0.2060
H 4.235 2.946 1.028 0.2704
H 1.923 3.627 0.800 0.3430
H 2.020 2.572 2.072 0.2424
C 3.002 -3.482 -2.170 -1.4420
C 2.470 -2.438 -1.268 1.0927
O 2.935 -2.216 -0.104 -0.3855
O 1.479 -1.693 -1.602 -0.6433
H 3.996 -3.791 -1.859 0.4055
H 2.997 -3.124 -3.198 0.3623
H 2.333 -4.345 -2.118 0.3496
C -4.102 -2.501 -1.297 -0.8070
C -3.003 -2.424 -2.372 -0.7869
C -1.722 -1.766 -1.837 -0.9362
C -2.103 -0.664 -0.835 0.8072
C -2.718 -1.300 0.434 -0.5730
C -3.475 -2.596 0.090 -0.8903
P -0.726 0.494 -0.464 0.4942
C -0.495 1.633 -1.900 0.4512
C -1.829 2.123 -2.526 -1.3467
C -2.141 1.380 -3.824 -0.1851
C -1.077 1.674 -4.892 -0.9821
C 0.310 1.889 -4.262 -1.0292
C 0.451 1.066 -2.983 0.0475
C -1.175 1.594 0.945 0.6169
C -1.068 0.960 2.342 0.1024
C -0.969 2.077 3.394 -0.7564
C -1.841 3.289 3.014 -0.7884
C -3.022 2.846 2.155 -0.9043
C -2.536 2.312 0.796 -0.8656
H -4.754 -3.352 -1.485 0.5018
H -4.739 -1.612 -1.339 0.2958
H -3.370 -1.864 -3.235 0.2328
H -2.760 -3.425 -2.732 0.4780
H -1.127 -1.383 -2.665 0.1031
H -1.098 -2.501 -1.325 0.2454
H -2.858 -0.034 -1.311 1.0737
H -3.404 -0.588 0.896 0.2743
H -1.942 -1.519 1.169 -0.2496
H -4.230 -2.786 0.852 0.5556
H -2.788 -3.448 0.113 0.2816
H 0.013 2.488 -1.440 0.7341
H -1.731 3.190 -2.742 0.6340
H -2.659 2.037 -1.828 0.3844
H -3.129 1.666 -4.183 0.6476
H -2.188 0.305 -3.625 -0.3736
H -1.358 2.559 -5.463 0.3630
H -1.038 0.846 -5.602 0.3688
H 0.460 2.946 -4.020 0.3565
H 1.094 1.622 -4.971 0.4587
H 1.479 1.085 -2.621 -0.0746
H 0.218 0.024 -3.206 0.0464
H -0.380 2.345 0.884 0.3227
H -0.208 0.293 2.424 -0.7662
H -1.953 0.356 2.536 0.3909
H 0.075 2.391 3.507 0.1260
H -1.275 1.682 4.363 0.5146
H -1.254 4.024 2.453 0.2884
H -2.186 3.800 3.912 0.4871
H -3.716 3.669 1.990 0.5182
H -3.584 2.072 2.685 0.3422
H -2.426 3.142 0.096 0.3889
H -3.289 1.641 0.378 0.1462
```

Results
- energy above the lowest of the compared OMol25 structures with the same formula, charge and spin (kJ/mol) = 1.2
- DFT total energy (hartree) = -3344.27665
- multiplicity = 1
- charge = +2